#w
C4H10N3 | ωB97M-V/def2-TZVPD

CARTESIAN COORDINATES (ANGSTROEM)
C 1.141 1.330 -0.828
N -0.073 0.712 -0.262
C -1.050 1.409 0.400
N -2.034 0.701 0.631
C -1.991 -0.613 0.085
C -0.452 -0.649 -0.424
N 0.244 -1.476 0.685
H 1.038 1.587 -1.858
H 1.251 2.291 -0.244
H 2.023 0.592 -0.736
H -0.806 2.410 0.785
H -2.836 -0.669 -0.489
H -2.171 -1.406 0.911
H -0.181 -1.025 -1.370
H 1.276 -1.089 0.734
H 0.272 -2.508 0.569
H -0.200 -1.267 1.637

Calculated values
Net charge = +1
Spin multiplicity = 1
LUMO energy = -3.75 eV
Frontier orbital gap = 9.4 eV
Structure (SMILES) = CN1C=NC[C@@H]1[NH3+]

#x
C4H10N3 | ωB97M-V/def2-TZVPD

CARTESIAN COORDINATES (ANGSTROEM)
N -0.047 -0.753 -2.629
C 0.284 -0.294 -1.382
N 1.547 -0.426 -1.039
N -0.650 0.078 -0.419
C -0.311 0.765 0.773
C -1.181 0.571 1.989
C 0.243 0.121 1.963
H 0.601 -1.350 -3.034
H -0.933 -0.409 -2.846
H 2.099 -0.818 -1.796
H 1.751 -0.212 -0.026
H -1.611 0.081 -0.626
H -0.031 1.777 0.414
H -1.975 -0.214 1.716
H -1.366 1.536 2.499
H 0.992 0.550 2.466
H 0.590 -1.003 1.977

Calculated values
Net charge = +1
Spin multiplicity = 1
LUMO energy = -3.16 eV
Frontier orbital gap = 11.3 eV
Structure (SMILES) = NC(N)=[NH+]C1CC1

Tell me which of them is the least stable. Sure, it is #w.

#w
C4H10N3 | ωB97M-V/def2-TZVPD

CARTESIAN COORDINATES (ANGSTROEM)
C 2.921 -0.965 0.674
C -2.869 -0.629 -0.385
C -1.407 -0.364 0.089
C -1.026 1.161 0.013
N 0.262 1.332 0.339
N 1.319 1.616 0.655
N 3.732 -0.227 -0.021
H 3.422 -1.806 1.144
H -3.078 -1.759 -0.348
H -3.553 -0.259 0.289
H -3.121 -0.215 -1.346
H -0.692 -0.749 -0.660
H -1.091 -0.853 0.937
H -1.217 1.378 -1.085
H -1.607 1.972 0.425
H 4.721 -0.336 -0.286
H 3.285 0.703 -0.435

Calculated values
Net charge = +1
Spin multiplicity = 1
LUMO energy (alpha / beta) = -5.52 / -5.52 eV
Frontier orbital gap (alpha / beta) = 6.4 / 6.4 eV

#x
C4H10N3 | ωB97M-V/def2-TZVPD

CARTESIAN COORDINATES (ANGSTROEM)
C 1.571 -0.492 -0.030
C -0.643 -0.948 0.388
C -0.053 -0.699 -1.961
C -0.796 1.786 1.445
N 1.130 0.749 0.533
N 0.339 -1.166 -0.632
N -0.057 0.787 0.789
H 2.427 -0.499 -0.701
H 1.892 -1.094 0.791
H -1.738 -1.118 0.076
H -0.320 -1.472 1.340
H -1.056 -1.063 -1.959
H -0.236 0.441 -2.140
H 0.554 -1.127 -2.738
H -1.354 2.386 0.727
H -0.146 2.349 2.038
H -1.513 1.179 2.032

Calculated values
Net charge = +1
Spin multiplicity = 1
LUMO energy = -4.84 eV
Frontier orbital gap = 10.0 eV

#y
C4H10N3 | ωB97M-V/def2-TZVPD

CARTESIAN COORDINATES (ANGSTROEM)
C -0.534 1.783 1.052
C 1.380 0.799 0.475
C 0.386 -0.433 -0.103
C 0.976 -0.590 -1.589
N 0.675 1.779 1.139
N -0.978 0.034 -0.144
N -1.958 -0.885 0.505
H -1.322 2.322 1.436
H 2.162 0.477 1.173
H 1.854 1.068 -0.489
H 0.673 -1.197 0.600
H 0.505 -1.508 -2.161
H 2.050 -0.798 -1.612
H 0.771 0.386 -2.047
H -2.527 -1.270 -0.266
H -2.655 -0.317 1.013
H -1.457 -1.649 1.017

Calculated values
Net charge = +1
Spin multiplicity = 1
LUMO energy = -3.71 eV
Frontier orbital gap = 10.0 eV

#z
C4H10N3 | ωB97M-V/def2-TZVPD

CARTESIAN COORDINATES (ANGSTROEM)
C 0.664 0.425 -2.323
C 0.383 0.996 -0.906
C 0.867 -0.025 0.429
C -0.412 0.082 1.296
N -0.898 -1.239 1.778
N -1.426 0.548 0.293
N -0.970 1.008 -0.716
H 1.587 -0.194 -2.246
H 0.672 1.054 -3.209
H -0.259 -0.139 -2.412
H 0.758 2.008 -0.596
H 0.889 -1.076 0.113
H 1.749 0.444 0.808
H -0.183 0.707 2.129
H -0.303 -2.049 1.724
H -1.770 -1.305 1.143
H -1.347 -1.246 2.692

Calculated values
Net charge = +1
Spin multiplicity = 1
LUMO energy = -3.84 eV
Frontier orbital gap = 10.0 eV
Structure (SMILES) = C[C@@H]1C[C@H]([NH3+])N=N1

Tell me which of them is the least stable. Sure, it is #w.

#w
C4H10N3 | ωB97M-V/def2-TZVPD

CARTESIAN COORDINATES (ANGSTROEM)
C 3.272 0.151 -0.215
C -1.460 1.392 0.578
C -1.190 -1.753 0.092
C -0.719 0.697 -0.624
N 2.100 0.488 -0.282
N 0.908 -0.895 0.077
N -0.237 -0.637 -0.082
H 3.969 1.099 -0.287
H 3.635 -0.805 -0.015
H -2.578 1.185 0.373
H -1.118 0.770 1.451
H -1.081 2.411 0.657
H -2.015 -1.677 -0.620
H -1.651 -1.531 1.081
H -0.585 -2.760 0.109
H 0.099 1.398 -0.828
H -1.349 0.468 -1.464

Calculated values
Net charge = +1
Spin multiplicity = 1
LUMO energy = -4.62 eV
Frontier orbital gap = 9.8 eV

#x
C4H10N3 | ωB97M-V/def2-TZVPD

CARTESIAN COORDINATES (ANGSTROEM)
C -1.220 0.997 0.263
C -1.786 -1.030 -0.298
C 0.262 -0.545 -0.490
C 1.116 1.799 -0.053
N -2.131 0.165 0.138
N 0.104 0.734 0.086
N 0.979 -1.441 0.377
H -1.353 1.935 0.844
H -2.307 -1.270 -1.194
H -1.825 -1.753 0.520
H 0.531 -0.688 -1.592
H 1.801 1.254 -0.683
H 0.680 2.656 -0.568
H 1.286 2.170 0.891
H 0.571 -1.698 1.250
H 1.955 -0.987 0.611
H 1.339 -2.298 -0.102

Calculated values
Net charge = +1
Spin multiplicity = 1
LUMO energy = -3.71 eV
Frontier orbital gap = 9.5 eV

#y
C4H10N3 | ωB97M-V/def2-TZVPD

CARTESIAN COORDINATES (ANGSTROEM)
C -1.313 -0.296 -0.167
C 2.404 0.845 0.104
C 1.131 0.021 -0.041
C 1.499 -1.412 -0.236
N -0.137 0.419 -0.001
N -2.365 0.379 0.204
N -3.605 -0.060 -0.016
H 3.268 0.536 -0.579
H 2.179 1.959 -0.160
H 2.760 0.910 1.111
H 1.446 -1.938 -1.263
H 0.984 -2.117 0.492
H 2.515 -1.493 -0.111
H -0.354 1.408 0.210
H -2.343 1.278 0.713
H -3.665 -0.915 -0.532
H -4.404 0.477 0.271

Calculated values
Net charge = +1
Spin multiplicity = 1
LUMO energy = -4.91 eV
Frontier orbital gap = 8.0 eV

Tell me which of them is the least stable. Sure, it is #w.

#w
C4H12NO3 | ωB97M-V/def2-TZVPD

CARTESIAN COORDINATES (ANGSTROEM)
C -2.304 -0.212 0.725
O -2.881 -0.978 -0.688
C -0.942 0.434 0.410
C -0.267 -0.038 -0.870
C 0.941 0.816 -1.272
O 1.984 0.929 -0.376
N -0.098 0.368 1.604
H -2.304 -0.795 1.652
H -2.486 -1.419 0.083
H -3.149 0.459 0.640
H -1.173 1.482 0.165
H 0.095 -1.069 -0.732
H -1.012 0.007 -1.653
H 1.314 0.427 -2.237
H 0.598 1.851 -1.425
H 0.872 0.406 1.268
H -0.163 -0.579 1.973
H 2.534 -1.621 0.273
H 2.691 -0.076 0.218
O 3.192 -0.977 0.556

Calculated values
Net charge = -1
Spin multiplicity = 1
LUMO energy = 3.43 eV
Frontier orbital gap = 7.1 eV

#x
C4H12NO3 | ωB97M-V/def2-TZVPD

CARTESIAN COORDINATES (ANGSTROEM)
C 0.100 -0.216 -2.015
O -0.295 1.029 -2.534
C -0.335 -0.519 -0.546
C -0.632 0.783 0.231
C 0.631 1.533 0.670
O -1.452 1.534 -0.583
N 0.643 -1.503 0.065
H 1.180 -0.333 -2.176
H -0.389 -0.990 -2.624
H -1.157 -1.202 -0.626
H -1.280 0.495 1.099
H 0.800 1.506 1.753
H 1.473 0.994 0.298
H 0.699 2.555 0.299
H -0.788 1.436 -1.744
H 1.643 -1.387 -0.056
H 0.414 -2.345 -0.476
H -0.192 -1.677 2.398
H -0.594 -0.364 3.313
O -0.469 -1.329 3.253

Calculated values
Net charge = -1
Spin multiplicity = 1
LUMO energy = 3.94 eV
Frontier orbital gap = 7.2 eV

#y
C4H12NO3 | ωB97M-V/def2-TZVPD

CARTESIAN COORDINATES (ANGSTROEM)
C 0.721 -0.394 0.725
O 1.207 -1.421 -0.073
C -0.288 0.592 0.168
C -0.334 0.872 -1.302
C 0.138 -0.270 -2.296
O -0.094 0.115 -3.527
N -0.056 2.077 2.150
H 0.204 -0.823 1.578
H 1.623 0.111 1.107
H -1.288 0.190 0.426
H -1.340 1.210 -1.576
H 0.294 1.757 -1.465
H 1.209 -0.432 -2.085
H -0.327 -1.231 -1.975
H -0.617 1.646 2.873
H -0.292 1.545 0.997
H 0.142 3.050 2.335
H 0.600 -2.246 0.054
H -0.725 -3.636 1.079
O -0.779 -2.712 0.807

Calculated values
Net charge = -1
Spin multiplicity = 1
LUMO energy = 0.47 eV
Frontier orbital gap = 4.5 eV

Tell me which of them is the least stable. Sure, it is #y.

#w
C7H6N2O2 | ωB97M-V/def2-TZVPD

CARTESIAN COORDINATES (ANGSTROEM)
O -3.712 -0.552 -0.023
C -2.604 -0.243 -0.138
N -2.013 1.050 -0.013
C -0.602 0.814 -0.074
C 0.452 1.569 -0.064
C 1.701 1.092 0.031
C 1.930 -0.284 -0.010
O 3.259 -0.773 -0.090
C 0.870 -1.198 -0.039
C -0.405 -0.668 -0.081
N -1.592 -1.267 0.036
H -2.468 1.919 0.113
H 0.421 2.790 -0.029
H 2.504 1.853 0.127
H 3.291 -1.747 0.055
H 1.062 -2.272 0.064
H -2.095 -2.083 0.134

Calculated values
Net charge = 0
Spin multiplicity = 1
LUMO energy = 0.74 eV
Frontier orbital gap = 8.5 eV
Structure (SMILES) = O=c1[nH]c2ccc(O)cc2[nH]1

#x
C7H6N2O2 | ωB97M-V/def2-TZVPD

CARTESIAN COORDINATES (ANGSTROEM)
O 2.811 -1.137 -1.877
C 2.167 -0.815 -0.937
C 0.744 0.050 -0.970
N 0.063 0.163 0.269
C 0.533 0.666 1.399
C -0.600 0.741 2.172
C -1.711 0.170 1.511
C -1.292 -0.074 0.272
C -1.552 -0.349 -1.159
N -0.407 -0.235 -1.819
O 0.006 -0.485 -2.970
H 2.371 -0.795 0.147
H 1.158 1.108 -1.261
H 1.506 0.628 1.767
H -0.543 0.940 3.198
H -2.807 0.082 1.780
H -2.447 -0.658 -1.523

Calculated values
Net charge = 0
Spin multiplicity = 1
LUMO energy (alpha / beta) = 0.00 / 0.00 eV
Frontier orbital gap (alpha / beta) = 8.1 / 8.1 eV
Structure (SMILES) = O=C[C@@H]1n2cccc2C=[N+]1[O-]

Tell me which of them is the least stable. Sure, it is #x.

#w
C6H11NO | ωB97M-V/def2-TZVPD

CARTESIAN COORDINATES (ANGSTROEM)
C -2.052 1.002 -0.386
C -1.479 -0.352 0.165
C -0.210 -0.270 0.940
C 0.950 -0.304 0.249
C 2.188 -0.724 0.733
C 3.396 -0.487 -0.049
O 3.373 0.554 -0.818
N -3.352 0.680 -1.232
H -2.354 1.467 0.560
H -1.215 1.662 -0.632
H -2.299 -0.685 0.805
H -1.400 -1.020 -0.695
H -0.187 -0.402 2.017
H 0.906 0.017 -0.798
H 2.228 -1.386 1.599
H 4.218 -0.506 0.719
H 3.532 -1.521 -0.502
H -3.856 1.527 -0.996
H -2.388 0.749 -1.678

Calculated values
Net charge = 0
Spin multiplicity = 1
LUMO energy = -1.83 eV
Frontier orbital gap = 6.1 eV

#x
C6H11NO | ωB97M-V/def2-TZVPD

CARTESIAN COORDINATES (ANGSTROEM)
C 0.120 -0.578 1.053
C -0.285 0.620 1.785
C -1.069 -0.139 -1.546
C 0.839 -1.869 1.281
N -1.197 -0.342 1.101
C 0.394 0.553 -1.405
C 0.394 1.906 -1.239
O -1.896 0.308 -0.594
H 0.521 -0.041 -0.190
H -0.106 1.580 1.299
H -0.384 0.644 2.867
H -1.396 0.162 -2.550
H -0.915 -1.235 -1.518
H 1.206 0.106 -1.977
H 0.688 -2.192 2.314
H 1.909 -1.765 1.101
H 0.442 -2.639 0.619
H 1.231 2.523 -1.537
H -0.496 2.395 -0.865

Calculated values
Net charge = 0
Spin multiplicity = 1
LUMO energy = -0.39 eV
Frontier orbital gap = 7.8 eV

#y
C6H11NO | ωB97M-V/def2-TZVPD

CARTESIAN COORDINATES (ANGSTROEM)
C -0.713 0.050 0.489
C 1.507 -0.151 -0.815
C 0.681 -0.612 0.370
C -0.606 1.559 0.692
C -1.604 -0.281 -0.712
O -1.320 -0.440 1.689
C 3.436 -0.696 -0.381
N 2.768 -1.212 -1.198
H -1.437 -1.396 1.615
H 1.017 -0.330 -1.770
H 1.768 0.907 -0.800
H 0.547 -1.695 0.307
H 1.226 -0.410 1.292
H -1.232 0.181 -1.628
H -1.600 1.971 0.867
H -0.180 2.049 -0.183
H 0.011 1.777 1.563
H -1.655 -1.362 -0.871
H -2.614 0.090 -0.526

Calculated values
Net charge = 0
Spin multiplicity = 1
LUMO energy = 0.70 eV
Frontier orbital gap = 11.3 eV

#z
C6H11NO | ωB97M-V/def2-TZVPD

CARTESIAN COORDINATES (ANGSTROEM)
N -1.434 -0.116 1.320
C -1.580 -0.038 -0.110
C -0.641 0.919 -0.687
C 0.463 1.393 0.180
C 1.764 0.529 0.218
O 1.253 -0.679 0.737
C 0.627 -1.446 -0.289
C -0.464 -0.556 -0.978
H -2.397 -0.646 1.844
H -0.562 -0.724 1.461
H -2.562 -0.197 -0.537
H -0.832 1.428 -1.517
H -0.130 1.825 1.129
H 0.751 2.240 -0.279
H 2.561 0.902 0.868
H 2.153 0.324 -0.817
H 0.434 -2.259 0.342
H 1.353 -1.758 -0.963
H -0.755 -1.140 -1.925

Calculated values
Net charge = 0
Spin multiplicity = 1
LUMO energy = 1.02 eV
Frontier orbital gap = 9.6 eV
Structure (SMILES) = N[C@H]1[C@H]2CCOC[C@@H]12

Tell me which of them is the least stable. Sure, it is #w.